# 1
{"formula": "C3H6O3", "method": "ωB97M-V with the def2-TZVPD basis set", "relative_energy_ev": 0.772, "gap_ev": 11.4, "total_energy_ha": -343.6262, "mol_weight_g_mol": 90.08, "smiles": "COC(=O)CO", "e_lumo_ev": 0.82, "species": ["C", "O", "C", "O", "C", "O", "H", "H", "H", "H", "H", "H"], "positions_angstrom": [[-1.137, -1.566, 0.891], [-0.396, -0.340, 0.876], [0.004, 0.079, -0.326], [-0.218, -0.499, -1.366], [0.776, 1.383, -0.273], [1.806, 1.374, -1.223], [-2.170, -1.382, 0.585], [-0.685, -2.294, 0.215], [-1.104, -1.919, 1.922], [0.054, 2.197, -0.454], [1.209, 1.531, 0.718], [1.456, 0.913, -1.999]], "forces_ev_per_angstrom": [[-0.1, -0.2, 0.0], [0.1, 0.1, -0.1], [-0.1, -0.1, -0.3], [0.1, 0.2, 0.4], [-0.1, 0.0, 0.3], [-0.1, 0.0, -0.2], [0.1, 0.0, 0.0], [-0.1, 0.1, 0.1], [0.0, 0.1, -0.2], [0.1, -0.1, 0.0], [0.0, -0.1, -0.1], [0.1, 0.0, 0.1]]}

=====

# 2
{"formula": "C4H9N2", "method": "ωB97M-V with the def2-TZVPD basis set", "relative_energy_ev": 4.846, "gap_ev": 10.3, "total_energy_ha": -266.9212, "mol_weight_g_mol": 85.13, "smiles": "C=[N+]1CN1CC", "charge": 1, "e_lumo_ev": -4.54, "species": ["C", "C", "C", "C", "N", "N", "H", "H", "H", "H", "H", "H", "H", "H", "H"], "positions_angstrom": [[-1.066, -0.716, 2.168], [-0.070, -1.557, -0.122], [1.145, 1.324, -1.326], [-0.131, 0.928, -0.692], [0.219, -0.198, 0.184], [-0.513, -0.852, 1.061], [-0.916, 0.190, 2.682], [-1.687, -1.487, 2.734], [-0.822, -1.922, -0.740], [0.842, -2.224, 0.012], [1.658, 0.351, -1.642], [0.956, 2.076, -2.136], [1.813, 1.968, -0.711], [-0.568, 1.741, -0.125], [-0.860, 0.378, -1.347]], "forces_ev_per_angstrom": [[-1.6, -1.4, 2.1], [2.9, -1.6, 1.9], [1.4, 0.6, -1.5], [-1.5, -1.0, 0.2], [1.9, 0.9, 0.0], [-0.6, -1.1, -0.4], [-0.1, 1.3, 0.3], [1.2, 0.6, -1.4], [-1.4, 0.0, -1.4], [-1.5, 0.6, -0.1], [-0.3, 1.8, -0.1], [0.0, -1.3, 0.0], [-0.4, -1.1, 0.3], [-0.4, -0.1, 0.1], [0.3, 1.6, -0.1]]}

=====

# 3
{"formula": "C32H36BrO4TeY", "method": "ωB97M-V with the def2-TZVPD basis set", "relative_energy_ev": 1.368, "gap_ev": 7.5, "total_energy_ha": -4421.7546, "mol_weight_g_mol": 781.05, "charge": 2, "e_lumo_ev": -5.75, "species": ["Y", "C", "C", "O", "C", "C", "O", "C", "C", "O", "C", "C", "O", "H", "H", "H", "H", "H", "H", "H", "H", "H", "H", "H", "H", "H", "H", "H", "H", "C", "C", "C", "C", "C", "C", "H", "H", "H", "H", "H", "H", "Br", "C", "C", "C", "C", "C", "C", "H", "H", "H", "H", "Te", "C", "C", "C", "C", "C", "C", "C", "C", "C", "C", "C", "C", "H", "H", "H", "H", "H", "H", "H", "H", "H", "H"], "positions_angstrom": [[0.009, 0.148, 0.684], [-3.075, -0.288, -1.031], [-2.966, -1.743, -0.557], [-1.641, -1.986, -0.071], [-1.578, -3.037, 0.898], [-2.117, -2.579, 2.261], [-1.648, -1.255, 2.494], [-2.238, -0.656, 3.642], [-1.710, 0.782, 3.739], [-1.589, 1.410, 2.459], [-2.793, 1.952, 1.910], [-3.500, 1.000, 0.941], [-2.559, 0.634, -0.073], [-4.121, -0.053, -1.258], [-2.478, -0.145, -1.936], [-3.190, -2.419, -1.393], [-3.693, -1.930, 0.238], [-0.515, -3.286, 0.982], [-2.126, -3.918, 0.551], [-1.757, -3.255, 3.045], [-3.215, -2.583, 2.280], [-1.966, -1.214, 4.547], [-3.334, -0.667, 3.548], [-0.692, 0.778, 4.140], [-2.351, 1.374, 4.401], [-2.485, 2.846, 1.354], [-3.479, 2.244, 2.711], [-4.349, 1.527, 0.486], [-3.875, 0.110, 1.458], [3.170, 1.233, 2.421], [3.268, 1.786, 1.151], [2.363, 2.758, 0.745], [1.323, 3.143, 1.590], [1.231, 2.593, 2.865], [2.163, 1.649, 3.286], [3.910, 0.521, 2.758], [4.084, 1.506, 0.502], [2.521, 3.282, -0.189], [0.648, 3.936, 1.296], [0.489, 2.967, 3.556], [2.147, 1.288, 4.305], [3.523, -5.255, 3.451], [2.728, -3.699, 2.700], [2.899, -3.396, 1.358], [2.249, -2.303, 0.802], [1.427, -1.456, 1.563], [1.321, -1.770, 2.931], [1.944, -2.873, 3.490], [3.517, -4.031, 0.740], [2.395, -2.126, -0.260], [0.728, -1.151, 3.595], [1.801, -3.100, 4.533], [0.289, 2.005, -1.835], [-0.519, 2.155, -3.855], [-0.149, 3.319, -4.518], [-0.566, 3.523, -5.822], [-1.356, 2.575, -6.454], [-1.717, 1.416, -5.787], [-1.297, 1.198, -4.483], [1.683, 0.450, -2.345], [2.996, 0.782, -2.637], [3.894, -0.208, -2.998], [3.471, -1.523, -3.104], [2.152, -1.852, -2.837], [1.257, -0.870, -2.436], [0.469, 4.060, -4.025], [-0.272, 4.422, -6.339], [-1.687, 2.736, -7.468], [-2.330, 0.676, -6.280], [-1.573, 0.277, -3.987], [3.315, 1.814, -2.597], [4.919, 0.049, -3.217], [4.165, -2.290, -3.410], [1.815, -2.869, -2.957], [0.220, -1.139, -2.243]], "forces_ev_per_angstrom": [[-1.5, -0.3, 1.1], [0.2, -0.6, -0.2], [-0.1, 0.5, 0.0], [0.2, 0.7, -0.1], [0.4, -0.1, 0.5], [0.0, -0.2, -0.5], [0.1, 0.4, -0.2], [0.0, 0.4, -0.1], [0.2, -0.5, 0.2], [0.2, -0.4, -0.5], [-0.2, 0.0, -0.7], [0.2, 0.2, 0.4], [0.4, -0.1, 0.4], [0.1, 0.0, -0.1], [-0.1, 0.0, 0.1], [0.0, 0.1, 0.1], [0.0, 0.0, 0.0], [-0.2, 0.0, 0.0], [0.0, 0.1, 0.0], [0.0, 0.0, -0.1], [0.1, 0.0, 0.1], [0.0, 0.1, -0.1], [0.1, -0.1, 0.0], [-0.1, 0.0, 0.0], [0.1, 0.0, -0.1], [-0.1, -0.1, 0.2], [0.1, 0.0, -0.1], [0.1, -0.1, 0.1], [0.1, 0.1, -0.1], [0.0, 0.1, 0.1], [0.1, -0.1, 0.1], [-0.1, 0.0, -0.1], [-0.1, 0.0, -0.1], [0.0, -0.1, 0.1], [0.1, 0.0, -0.1], [0.0, -0.1, 0.0], [0.1, -0.1, -0.1], [-0.1, -0.1, -0.1], [0.0, 0.0, 0.0], [-0.1, 0.0, 0.0], [-0.1, -0.1, 0.0], [-0.2, 0.4, -0.2], [0.0, -0.1, -0.1], [0.1, -0.3, 0.0], [-0.1, 0.1, 0.1], [-0.2, 0.1, -0.3], [0.1, 0.0, -0.3], [0.0, 0.0, 0.2], [0.1, 0.0, 0.0], [0.0, 0.0, 0.1], [-0.1, 0.0, 0.1], [0.1, -0.1, 0.2], [0.2, -0.2, -1.6], [0.1, 0.1, 0.6], [0.2, 0.1, 0.3], [-0.1, -0.1, -0.1], [0.0, 0.1, 0.0], [0.0, 0.0, 0.0], [-0.1, -0.2, 0.2], [-0.4, 0.4, 0.4], [0.3, 0.2, 0.1], [0.0, 0.1, 0.0], [-0.1, -0.1, 0.0], [0.1, -0.1, -0.1], [-0.3, 0.0, 0.1], [0.0, 0.0, 0.0], [0.0, 0.1, -0.1], [0.0, 0.0, -0.1], [0.0, -0.1, 0.0], [0.0, 0.0, 0.0], [0.1, 0.0, 0.0], [0.1, 0.0, 0.0], [0.1, -0.1, 0.0], [0.0, -0.1, 0.1], [0.0, 0.0, 0.0]]}